Formula: C18H24N2O4S
Source: the OMol25 dataset
Level of theory: ωB97M-V/def2-TZVPD

Geometry as XYZ:
```
49
Properties=species:S:1:pos:R:3:forces:R:3
C 5.942 -4.322 1.733 0.1 -0.2 -0.2
O 5.452 -3.370 2.650 -0.2 0.2 0.2
C 4.298 -2.722 2.370 -0.2 0.1 0.0
C 3.540 -2.908 1.215 0.3 -0.2 0.1
C 2.372 -2.185 1.038 -0.2 0.1 0.0
C 1.962 -1.287 2.000 -0.5 0.3 -0.3
S 0.465 -0.342 1.784 0.4 -0.1 0.2
O -0.186 -0.758 0.568 0.3 -0.1 -0.1
O -0.314 -0.395 2.987 0.1 0.1 0.2
N 1.102 1.219 1.701 -0.2 -0.9 0.4
C 0.089 2.235 1.913 -0.3 0.1 0.2
C -0.731 2.453 0.678 0.0 0.2 -0.1
C -0.294 2.097 -0.523 0.1 0.2 -0.1
C -1.142 2.227 -1.752 -0.1 0.0 0.5
O -0.777 2.806 -2.756 0.3 0.1 -0.3
N -2.341 1.624 -1.620 -0.3 -0.2 0.1
C -3.312 1.533 -2.687 0.1 0.3 -0.2
C -4.703 1.983 -2.205 0.0 0.0 0.1
C -5.433 0.684 -1.876 -0.1 0.1 -0.2
C -4.980 -0.247 -2.997 0.0 -0.1 0.1
C -3.491 0.073 -3.161 -0.1 0.0 -0.1
C 1.065 1.508 -0.765 0.1 0.0 0.0
C 1.899 1.473 0.518 0.3 -0.1 -0.6
C 2.703 -1.094 3.154 0.2 -0.1 0.1
C 3.867 -1.807 3.339 0.0 -0.1 -0.1
H 6.858 -4.709 2.175 -0.1 0.0 -0.1
H 5.234 -5.143 1.590 0.0 0.0 0.0
H 6.172 -3.865 0.766 0.0 0.0 0.0
H 3.846 -3.608 0.455 0.0 -0.1 0.0
H 1.765 -2.315 0.155 0.0 -0.1 -0.1
H -0.543 1.882 2.731 0.0 0.2 0.0
H 0.585 3.160 2.233 0.0 -0.1 0.0
H -1.706 2.899 0.813 -0.2 0.1 -0.1
H -2.511 1.076 -0.790 0.2 0.0 0.0
H -2.930 2.179 -3.481 -0.1 -0.1 0.1
H -4.628 2.659 -1.355 0.0 0.1 -0.1
H -5.220 2.502 -3.012 -0.1 0.0 0.0
H -6.514 0.808 -1.844 0.0 0.0 0.1
H -5.102 0.297 -0.911 0.0 0.0 0.1
H -5.520 -0.003 -3.913 -0.1 0.0 0.0
H -5.153 -1.297 -2.767 -0.1 -0.1 -0.1
H -2.891 -0.581 -2.526 0.0 0.0 0.0
H -3.157 -0.060 -4.188 0.1 0.0 0.0
H 1.568 2.092 -1.539 0.0 0.0 0.0
H 0.922 0.495 -1.149 0.1 0.1 -0.1
H 2.661 0.692 0.464 0.1 0.2 -0.1
H 2.398 2.434 0.674 0.0 -0.1 0.0
H 2.348 -0.390 3.889 0.1 0.1 0.2
H 4.467 -1.684 4.226 0.1 0.0 0.1
```
Forces are in eV/Å.

F_max ... 1.03 eV/A
Structure (SMILES) ... COc1ccc(S(=O)(=O)N2CC=C(C(=O)NC3CCCC3)CC2)cc1
Kohn-Sham gap ... 0.358 Ha
LUMO ... 0.616 eV
Charge ... 0

***

Formula: C6H9P
Source: the OMol25 dataset
Level of theory: ωB97M-V/def2-TZVPD

Geometry as XYZ:
```
16
Properties=species:S:1:pos:R:3:forces:R:3
C 1.474 0.387 -0.830 0.5 -0.9 1.8
C 0.004 -1.704 0.481 0.7 -0.7 -0.5
C -0.608 1.458 0.178 -1.2 2.5 -1.5
C 0.693 0.859 0.424 1.7 -1.2 -0.1
C -1.112 -1.179 -0.529 3.3 -1.0 2.5
C 0.882 -0.553 0.201 -0.9 0.2 -0.7
P -2.000 0.276 -0.222 -0.2 0.9 0.7
H 0.902 0.272 -1.710 -0.2 0.7 -1.1
H 2.547 0.616 -0.925 -0.5 -0.5 0.1
H -0.268 -1.686 1.555 -0.1 -0.3 -0.7
H 0.588 -2.646 0.191 -1.5 0.9 0.4
H -0.921 2.121 1.015 0.0 -0.2 -0.8
H -0.400 2.044 -0.761 -0.7 0.3 1.0
H 1.295 1.271 1.241 0.0 0.1 -0.3
H -1.009 -1.632 -1.461 0.1 -0.4 -1.6
H -2.066 0.096 1.154 -0.7 -0.4 0.7
```
Forces are in eV/Å.

F_max ... 4.27 eV/A
Kohn-Sham gap (spin up / spin down) ... 0.273 / 0.297 Ha
LUMO (spin up / spin down) ... -0.055 / 0.375 eV
Charge ... 0

***

Formula: C26H46NO2P3Zr
Source: the OMol25 dataset
Level of theory: ωB97M-V/def2-TZVPD

Geometry as XYZ:
```
79
Properties=species:S:1:pos:R:3:forces:R:3
P -2.121 0.633 1.171 -1.2 -0.6 -1.4
C -1.420 1.330 2.664 0.3 0.2 0.2
H -2.238 1.835 3.191 0.1 -0.1 0.1
H -0.634 2.047 2.422 -0.3 -0.4 0.1
H -0.992 0.544 3.287 0.0 0.2 0.1
C -2.906 2.075 0.337 0.3 -0.2 0.3
H -3.580 1.732 -0.463 0.1 0.4 0.5
H -2.114 2.698 -0.112 -0.5 0.0 0.2
H -3.450 2.620 1.123 0.0 0.0 -0.5
C -3.581 -0.329 1.809 0.3 0.3 -0.1
H -4.257 0.413 2.282 0.2 -0.6 -0.1
H -3.233 -1.080 2.544 -0.4 0.5 -0.3
H -4.104 -0.843 0.981 0.2 0.3 0.6
P -0.380 -3.757 -0.052 -0.7 -1.4 -1.5
C 0.601 -4.529 1.290 -0.1 1.0 -0.1
H 0.537 -5.602 1.113 0.0 0.0 0.0
H 0.163 -4.280 2.253 0.1 -0.1 0.1
H 1.634 -4.191 1.251 0.1 -0.2 0.1
C -2.014 -4.527 0.209 0.4 0.6 0.1
H -2.629 -4.354 -0.673 -0.1 -0.4 0.3
H -2.461 -4.035 1.081 -0.2 -0.4 -0.1
H -1.839 -5.590 0.388 -0.3 0.0 0.0
C 0.268 -4.655 -1.535 -0.2 0.5 0.5
H 0.059 -5.717 -1.347 0.2 0.2 -0.3
H 1.346 -4.461 -1.639 -0.4 -0.3 -0.1
H -0.270 -4.296 -2.420 0.4 -0.4 0.1
P 1.517 0.210 -2.219 -1.3 0.2 -1.1
C 3.239 0.490 -1.738 0.0 -0.2 0.5
H 3.678 1.124 -2.522 -0.1 -0.2 0.2
H 3.781 -0.458 -1.659 0.0 0.2 -0.1
H 3.274 0.996 -0.769 0.1 0.0 -0.2
C 1.689 -0.712 -3.815 -0.1 0.2 0.6
H 2.457 -0.176 -4.398 -0.3 -0.5 0.0
H 0.721 -0.736 -4.340 0.8 0.1 0.0
H 2.001 -1.748 -3.586 0.0 0.5 -0.3
C 0.939 1.867 -2.759 0.1 -0.1 0.0
H 1.592 2.163 -3.601 -0.4 0.2 0.4
H 1.018 2.586 -1.924 0.0 -0.3 -0.6
H -0.116 1.811 -3.080 0.6 0.2 0.1
Zr -0.851 -1.023 -0.918 5.0 -0.2 5.7
C -0.701 -1.687 1.709 -0.9 -0.8 4.0
O -0.857 -1.970 2.833 0.9 1.2 -4.8
C 1.637 -1.993 -0.550 5.2 -2.9 -0.5
O 2.688 -2.550 -0.594 -6.0 3.4 0.4
C -1.368 -1.764 -3.247 -0.6 0.4 -1.2
C -1.547 -0.342 -3.227 -1.1 -0.5 -0.6
C -2.460 0.227 -2.309 -1.0 0.0 -1.2
C -3.281 -0.618 -1.496 -0.5 -0.1 -0.9
C -3.095 -2.011 -1.533 -0.8 0.0 -1.0
C -2.167 -2.589 -2.449 -0.9 0.2 -0.2
H -0.844 -2.222 -4.102 0.1 0.3 0.7
H -1.200 0.269 -4.085 0.2 -0.4 0.9
H -2.774 1.277 -2.472 0.6 -0.6 0.5
H -4.223 -0.230 -1.055 1.1 -0.1 0.0
H -3.866 -2.647 -1.076 0.6 0.3 0.1
H -2.249 -3.660 -2.708 0.3 0.6 0.5
C 1.001 3.829 3.092 0.4 0.1 0.8
N 0.660 4.046 1.656 -0.9 -0.1 -0.4
C 1.199 5.362 1.189 0.4 0.6 0.0
C 0.923 2.898 0.630 0.0 0.6 -0.6
C 1.745 1.771 1.162 1.2 0.8 -0.4
C 3.047 2.151 1.640 -0.8 -0.5 0.2
C 3.794 1.249 2.413 0.0 -0.1 0.0
C 3.276 -0.041 2.620 -0.3 0.7 -0.3
C 2.061 -0.397 1.966 1.3 -1.1 0.6
C 1.336 0.433 1.160 -0.7 1.1 -0.2
H 2.077 3.991 3.211 -0.3 -0.1 0.1
H 0.745 2.819 3.435 0.2 0.4 -0.2
H 0.456 4.573 3.701 0.2 -0.3 -0.4
H -0.357 4.161 1.634 0.2 0.0 0.0
H 2.299 5.327 1.249 -0.5 0.0 -0.1
H 0.872 5.548 0.154 0.1 0.0 0.5
H 0.827 6.159 1.859 0.2 -0.4 -0.4
H -0.063 2.558 0.275 0.4 0.1 0.3
H 1.399 3.401 -0.231 -0.1 -0.1 0.6
H 3.408 3.185 1.448 -0.2 -0.8 0.3
H 4.744 1.552 2.896 -0.7 -0.2 -0.5
H 3.831 -0.734 3.276 -0.6 0.3 -0.5
H 1.702 -1.401 2.096 0.2 -0.6 0.2
```
Forces are in eV/Å.

F_max ... 7.60 eV/A
Kohn-Sham gap (spin up / spin down) ... 0.202 / 0.201 Ha
LUMO (spin up / spin down) ... -13.620 / -13.622 eV
Charge ... +4

***

Formula: C3H14NO3
Source: the OMol25 dataset
Level of theory: ωB97M-V/def2-TZVPD

Geometry as XYZ:
```
21
Properties=species:S:1:pos:R:3:forces:R:3
C -0.370 2.427 1.086 -0.6 0.3 0.1
C -1.744 1.774 0.890 0.5 -0.8 0.5
C -2.295 -0.598 0.735 0.7 -1.0 1.3
N -1.637 0.398 0.342 0.1 0.7 -0.5
H -0.104 2.445 2.141 0.1 -0.2 -0.1
H 0.434 1.951 0.529 0.0 0.0 -0.1
H -0.503 3.460 0.774 0.4 0.1 -0.1
H -2.222 1.599 1.845 -0.4 0.4 0.2
H -2.385 2.347 0.237 -0.2 0.0 -0.2
H -2.067 -1.607 0.407 -0.1 0.2 -0.6
H -2.873 -0.535 1.649 -0.6 0.4 -0.3
H -0.909 0.263 -0.355 -0.1 -0.2 -0.1
H 0.969 -1.832 1.370 0.2 0.0 -0.2
H 1.199 -1.248 -0.067 0.2 -0.2 0.5
O 0.677 -1.158 0.749 -0.3 0.2 -0.4
H 0.981 -1.589 -2.941 0.0 0.0 0.1
H 1.461 -3.010 -2.934 0.1 0.1 0.4
O 1.387 -2.238 -2.350 -0.3 -0.1 -0.6
H 3.625 -1.472 -0.864 0.1 0.4 -0.1
H 2.932 -0.790 -2.022 0.4 0.0 0.3
O 3.444 -0.588 -1.221 -0.4 -0.4 -0.1
```
Forces are in eV/Å.

F_max ... 1.83 eV/A
Kohn-Sham gap ... 0.347 Ha
LUMO ... -4.592 eV
Charge ... +1